ORCA calculation (ωB97M-V/def2-TZVPD) on a single C2H7N5O molecule at a distorted geometry.

## Properties
- Frontier orbital gap: 9.44 eV
- Relative energy (zero: lowest compared OMol25 entry of this formula, charge and spin): 331.3 kJ/mol
- Lowest unoccupied orbital energy: 0.4466 eV
- Spin multiplicity: 1
- Calculated total energy: -429.2973 hartree
- SMILES: [H]/N=C(/N)N(O)/C(N)=N\[H]

Bonds (Å) are listed after each position.
Atoms and positions in Å:
1 C 1.441 0.313 -0.059  N10 1.369, N11 1.252, N12 1.437
2 C -1.098 0.383 0.043  N12 1.346, N13 1.502, N14 1.368
3 H 3.249 -0.211 0.047  N10 1.100
4 H 2.070 -1.689 0.259  N10 1.083
5 H 0.864 2.015 0.516  N11 0.999
6 H -0.770 -1.719 -0.978  O15 1.013
7 H -2.069 -1.046 1.298  N13 1.196
8 H -3.157 0.000 0.140  N13 1.054
9 H -0.747 1.951 -1.091  N14 1.030
10 N 2.312 -0.735 -0.192  C1 1.369, H3 1.100, H4 1.083
11 N 1.686 1.476 0.334  C1 1.252, H5 0.999
12 N 0.105 -0.217 -0.029  C1 1.437, C2 1.346, O15 1.441
13 N -2.261 -0.549 0.227  C2 1.502, H7 1.196, H8 1.054
14 N -1.420 1.647 -0.372  C2 1.368, H9 1.030
15 O -0.205 -1.619 -0.143  H6 1.013, N12 1.441